A 2-piece molecular cluster, C4H7N2 overall in a non-equilibrium geometry, computed with ωB97M-V with the def2-TZVPD basis set.

Structure (XYZ):
```
13
Properties=species:S:1:pos:R:3
N 0.508 0.302 0.029
N -3.175 2.483 0.034
C -1.469 0.136 -1.579
C -2.570 1.636 -0.467
C 1.117 -0.215 1.202
C -0.685 0.005 -0.390
H -1.164 -0.514 0.438
H 0.874 0.577 1.969
H -2.213 -0.706 -1.693
H 1.135 1.089 -0.284
H 0.892 -1.180 1.576
H 2.149 -0.381 0.921
H -1.199 0.674 -2.526
```

Calculated values
**Kohn-Sham gap (alpha / beta)**: 8.7 / 6.7 eV
**HOMO energy (alpha / beta)**: -13.26 / -16.52 eV
**Multiplicity**: 3
**Relative energy (zero: lowest compared OMol25 entry of this formula, charge and spin)**: 380.8 kJ/mol
**Net charge**: +1
**Lowest unoccupied orbital energy (alpha / beta)**: -0.1678 / -0.3616 hartree
**<S²>**: 2.022

natural (NBO) atomic charge list, values in e, 5 entries: N -0.3441; N -0.2055; C -0.2535; C 0.2372; C -0.4524



An isolated ion of composition C4H7N2O and charge +1 in a non-equilibrium geometry, computed with ωB97M-V with the def2-TZVPD basis set.

Structure (XYZ):
```
14
Properties=species:S:1:pos:R:3
O -2.198 0.927 -0.546
N 0.096 -0.371 0.719
N -1.363 1.678 -0.889
C 0.137 -0.890 -0.456
C 0.361 0.067 -1.491
C 0.098 1.456 -1.153
C 0.282 -1.043 1.924
H 0.336 2.364 -1.753
H 0.749 -2.106 2.015
H 0.288 -1.966 -0.695
H -0.560 -1.073 2.626
H 1.027 -0.331 2.438
H 0.429 1.676 -0.166
H 0.318 -0.386 -2.573
```

Calculated values
**Kohn-Sham gap (alpha / beta)**: 8.1 / 6.6 eV
**HOMO energy (alpha / beta)**: -14.96 / -14.19 eV
**Relative energy (zero: lowest compared OMol25 entry of this formula, charge and spin)**: 666.9 kJ/mol
**Net charge**: +1
**Lowest unoccupied orbital energy (alpha / beta)**: -0.2528 / -0.2778 hartree

natural (NBO) atomic charge list, values in e, 5 entries: O -0.0541; N -0.2642; N 0.3609; C -0.0294; C 0.0488



An isolated ion of composition C4H7N2O and charge +1 in a non-equilibrium geometry, computed with ωB97M-V with the def2-TZVPD basis set.

Structure (XYZ):
```
14
Properties=species:S:1:pos:R:3
O 2.427 -0.284 0.031
N 0.230 -0.379 -0.345
N 2.182 0.455 1.021
C -0.873 -0.814 -1.162
C -0.820 1.256 1.304
C 1.512 -0.855 -0.627
C 0.148 0.487 0.584
H -0.569 -0.531 -2.184
H -0.944 -1.993 -1.094
H -1.746 1.305 0.879
H -0.747 0.943 2.374
H -0.522 2.376 1.401
H 1.567 -1.515 -1.433
H -1.846 -0.452 -0.748
```

Calculated values
**Kohn-Sham gap (alpha / beta)**: 9.0 / 8.9 eV
**HOMO energy (alpha / beta)**: -14.23 / -13.87 eV
**Relative energy (zero: lowest compared OMol25 entry of this formula, charge and spin)**: 692.3 kJ/mol
**Net charge**: +1
**Lowest unoccupied orbital energy (alpha / beta)**: -0.1911 / -0.1820 hartree

natural (NBO) atomic charge list, values in e, 5 entries: O -0.1302; N -0.3695; N 0.0353; C -0.4430; C -0.7614



An isolated ion of composition C4H7N2O and charge +1 in a non-equilibrium geometry, computed with ωB97M-V with the def2-TZVPD basis set.

Structure (XYZ):
```
14
Properties=species:S:1:pos:R:3
O 2.206 0.099 0.077
N -1.874 0.179 0.155
N 0.194 0.434 1.207
C -1.047 0.118 1.244
C 0.046 -0.536 -1.046
C 0.810 0.484 -0.092
C -1.322 0.050 -1.006
H -1.829 0.132 -1.977
H 0.723 0.511 2.049
H 2.391 -0.856 0.326
H 0.528 -0.627 -2.101
H -1.552 0.098 2.232
H 0.098 -1.486 -0.496
H 0.628 1.399 -0.572
```

Calculated values
**Kohn-Sham gap**: 9.4 eV
**HOMO energy**: -15.35 eV
**Relative energy (zero: lowest compared OMol25 entry of this formula, charge and spin)**: 217.8 kJ/mol
**SMILES**: O[C@H]1CC=NC=[NH+]1
**Net charge**: +1
**Lowest unoccupied orbital energy**: -0.2201 hartree

natural (NBO) atomic charge list, values in e, 5 entries: O -0.6950; N -0.4294; N -0.4676; C 0.3927; C -0.5298



The highest relative energy (zero: lowest compared OMol25 entry of this formula, charge and spin) belongs to which entry?
number 3



net charge of number 1 (C4H7N2)?
+1



Which value of relative energy (zero: lowest compared OMol25 entry of this formula, charge and spin) does entry 1 give?
380.8 kJ/mol



Which formula does entry 4 have?
C4H7N2O